Model P:
Entry from the Open Molecules 2025 dataset: 2 unconnected molecules or ions with the total composition C3H8O2S (wB97M-V/def2-TZVPD).

M, g mol⁻¹: 108.2
Gap between HOMO and LUMO, eV: 5.767
Multiplicity: 1
Net charge: -2
HOMO energy, eV: 0.2

Each line ends with the Mulliken charge.
CARTESIAN COORDINATES (ANGSTROEM)
C -0.098 0.315 -0.447  -0.2381
O -1.447 0.714 -0.533  -0.5261
C -0.022 -0.345 0.959  -0.4274
C 1.455 -0.685 1.450  -0.7641
S 1.556 -1.694 2.934  -0.7586
H 0.362 -0.432 -1.109  0.2163
H 0.691 1.107 -0.458  0.1492
H -0.396 -1.381 0.793  0.1705
H -0.458 0.199 1.789  0.2861
H 1.912 0.352 1.532  0.2147
H 2.033 -1.149 0.642  0.2249
H -1.646 1.059 -1.564  0.3416
H -1.980 0.485 -3.069  0.1856
O -1.962 1.455 -2.920  -1.0748

Model Q:
Entry from the Open Molecules 2025 dataset: 2 unconnected molecules or ions with the total composition C3H8O2S (wB97M-V/def2-TZVPD).

M, g mol⁻¹: 108.2
Gap between HOMO and LUMO, eV: 5.873
Multiplicity: 1
Net charge: -2
HOMO energy, eV: 0.2

Each line ends with the Mulliken charge.
CARTESIAN COORDINATES (ANGSTROEM)
C 0.802 -0.522 -0.538  -0.4089
O 1.999 -0.317 0.146  -0.5362
C -0.319 0.222 0.211  -0.4255
C -1.723 0.323 -0.409  -0.6202
S -3.050 0.513 0.870  -0.8118
H 0.536 -1.598 -0.519  0.1922
H 0.863 -0.259 -1.600  0.2842
H -0.343 -0.172 1.225  0.2354
H 0.087 1.234 0.373  0.2162
H -1.817 1.164 -1.092  0.2086
H -1.876 -0.613 -0.961  0.2044
H 2.849 -0.515 -0.397  0.4553
H 4.856 -0.231 -0.729  0.1286
O 4.137 -0.678 -1.164  -1.1223

Short version: model Q is the most stable of them.

Model P:
Entry from the Open Molecules 2025 dataset: CH2N2O3 in the gas phase (wB97M-V/def2-TZVPD).

M, g mol⁻¹: 90.0
Gap between HOMO and LUMO (spin up / spin down), eV: 8.265 / 8.259
Multiplicity: 1
HOMO energy (spin up / spin down), eV: -9.9 / -9.9
SMILES: C=[N+]([O-])[N+](=O)[O-]

Each line ends with the Mulliken charge.
CARTESIAN COORDINATES (ANGSTROEM)
C -1.162 -0.087 -0.023  -0.1925
N 0.084 -0.460 -0.010  0.2078
N 1.127 0.484 0.033  1.0164
O 0.516 -1.820 0.312  -0.5272
O 0.780 1.603 0.340  -0.5656
O 2.180 0.057 -0.228  -0.4756
H -2.068 -0.680 -0.106  0.3012
H -1.458 0.903 -0.319  0.2355

Model Q:
Entry from the Open Molecules 2025 dataset: 2 unconnected molecules or ions with the total composition CH2N2O3 (wB97M-V/def2-TZVPD).

M, g mol⁻¹: 90.0
Gap between HOMO and LUMO, eV: 9.731
Multiplicity: 1
HOMO energy, eV: -10.3
SMILES: O=[NH+][O-].C#[N+][O-]

Each line ends with the Mulliken charge.
CARTESIAN COORDINATES (ANGSTROEM)
C 0.630 0.436 0.004  -0.1584
N 1.397 -0.380 0.291  0.4626
N -0.333 -0.964 -1.567  0.5036
O 2.099 -1.181 0.828  -0.5826
O 0.769 -1.262 -1.981  -0.3906
O -1.034 -0.024 -1.855  -0.4611
H 0.278 1.167 -0.766  0.3143
H -0.639 -1.512 -0.690  0.3122

Model R:
Entry from the Open Molecules 2025 dataset: 2 unconnected molecules or ions with the total composition CH2N2O3 (wB97M-V/def2-TZVPD).

M, g mol⁻¹: 90.0
Gap between HOMO and LUMO (spin up / spin down), eV: 9.620 / 9.621
Multiplicity: 1
HOMO energy (spin up / spin down), eV: -10.0 / -10.0

Each line ends with the Mulliken charge.
CARTESIAN COORDINATES (ANGSTROEM)
C 1.084 0.103 0.083  0.0963
N 0.066 0.981 0.415  -0.2808
N -1.413 -0.201 0.045  0.8230
O -2.125 -0.334 0.953  -0.4683
O -1.215 -0.746 -0.965  -0.4235
O 0.766 1.049 -0.806  -0.2371
H 2.071 0.087 0.480  0.2791
H 0.766 -0.940 -0.205  0.2113

Model S:
Entry from the Open Molecules 2025 dataset: CH2N2O3 in the gas phase (wB97M-V/def2-TZVPD).

M, g mol⁻¹: 90.0
Gap between HOMO and LUMO (spin up / spin down), eV: 9.730 / 9.249
Multiplicity: 1
HOMO energy (spin up / spin down), eV: -10.8 / -10.5

Each line ends with the Mulliken charge.
CARTESIAN COORDINATES (ANGSTROEM)
C 1.029 -0.182 -0.517  0.7377
N -0.414 0.664 1.160  -0.3103
N -1.304 -0.538 -0.446  -0.2616
O 2.107 -0.343 -1.023  -0.4756
O 0.832 0.536 0.633  -0.1238
O -0.136 -0.554 -1.086  -0.0843
H -0.564 1.612 1.018  0.2483
H -1.549 -1.195 0.260  0.2697

Short version: model S is the most stable of them.

Model P:
Entry from the Open Molecules 2025 dataset: 2 unconnected molecules or ions with the total composition C4H6N2O3 (wB97M-V/def2-TZVPD).

M, g mol⁻¹: 130.1
Gap between HOMO and LUMO, eV: 9.936
Multiplicity: 1
HOMO energy, eV: -9.3
SMILES: O=c1cc[nH]c(=O)[nH]1.O

Each line ends with the Mulliken charge.
CARTESIAN COORDINATES (ANGSTROEM)
C 0.203 0.708 -0.270  0.4709
C -0.039 -0.327 0.711  -0.5051
C -0.390 -1.549 0.322  -0.1518
C -0.609 -0.801 -2.022  0.2787
H -0.015 1.137 -2.316  0.2715
H 0.270 -0.037 1.704  0.4787
H -0.381 -2.457 0.964  0.3448
H -0.926 -2.694 -1.404  0.2453
H 1.519 2.450 2.211  0.2829
H 0.578 2.074 3.425  0.2879
N 0.000 0.350 -1.630  -0.1294
N -0.639 -1.771 -1.017  -0.1059
O 0.691 1.799 -0.012  -0.5928
O -0.980 -0.986 -3.137  -0.5891
O 0.716 2.105 2.470  -0.5866

Model Q:
Entry from the Open Molecules 2025 dataset: 2 unconnected molecules or ions with the total composition C4H6N2O3 (wB97M-V/def2-TZVPD).

M, g mol⁻¹: 130.1
Gap between HOMO and LUMO, eV: 10.130
Multiplicity: 1
HOMO energy, eV: -9.8
SMILES: O=c1cc[nH]c(=O)[nH]1.O

Each line ends with the Mulliken charge.
CARTESIAN COORDINATES (ANGSTROEM)
C 1.030 -0.169 -0.080  0.5905
C 0.982 -0.823 1.255  -0.6710
C -0.076 -0.488 2.068  -0.1206
C -1.098 1.054 0.484  0.2997
H 1.156 -1.831 -2.845  0.3331
H 0.104 -0.832 -2.866  0.2869
H -0.065 1.054 -1.278  0.2443
H 1.739 -1.527 1.516  0.4170
H -0.153 -0.885 3.079  0.3711
H -1.728 0.664 2.380  0.2263
N -0.065 0.644 -0.344  -0.0514
N -1.064 0.386 1.695  -0.0867
O 0.289 -1.673 -3.218  -0.6161
O 1.899 -0.348 -0.934  -0.6234
O -1.961 1.857 0.178  -0.5998

Short version: model Q is the most stable of them.

Model P:
Entry from the Open Molecules 2025 dataset: 2 unconnected molecules or ions with the total composition C5H11NS2 (wB97M-V/def2-TZVPD).

M, g mol⁻¹: 149.3
Gap between HOMO and LUMO, eV: 8.393
Multiplicity: 1
HOMO energy, eV: -8.3
SMILES: CC(N)=S.CCC=S

Each line ends with the Mulliken charge.
CARTESIAN COORDINATES (ANGSTROEM)
C -0.074 -1.836 0.824  -1.1468
C -0.583 -0.446 1.226  0.2046
C -2.078 -0.419 1.300  -0.2967
C 1.994 0.931 -0.920  -1.0722
C 0.568 0.682 -1.342  0.4674
H -0.494 -2.154 -0.135  0.3269
H -0.346 -2.581 1.575  0.3980
H 1.015 -1.831 0.730  0.3007
H -0.160 -0.135 2.185  0.3345
H -0.271 0.285 0.468  -0.1379
H -2.580 -0.683 0.361  0.2623
H 2.163 0.477 0.060  0.2306
H 2.669 0.440 -1.625  0.2855
H 2.246 1.996 -0.868  0.3865
H -1.118 1.691 -1.870  0.2397
H 0.233 2.712 -1.487  0.1746
N -0.155 1.786 -1.583  -0.3551
S -2.969 -0.075 2.600  -0.2523
S -0.059 -0.840 -1.497  -0.3503

Model Q:
Entry from the Open Molecules 2025 dataset: C5H11NS2 in the gas phase (wB97M-V/def2-TZVPD).

M, g mol⁻¹: 149.3
Gap between HOMO and LUMO, eV: 9.345
Multiplicity: 1
HOMO energy, eV: -8.5
SMILES: CS[C@H]1CNC[C@@H]1S

Each line ends with the Mulliken charge.
CARTESIAN COORDINATES (ANGSTROEM)
C 2.990 0.531 -0.617  -0.7423
C 0.170 0.112 -0.009  -0.3836
C -0.159 -1.398 -0.010  -0.5080
C -2.192 -0.374 0.331  -0.8520
C -1.147 0.702 0.592  -0.1454
H 3.333 1.512 -0.766  0.2966
H 3.995 0.010 -0.290  0.2554
H 2.542 0.119 -1.543  0.2614
H 0.137 0.441 -1.035  0.3706
H 0.494 -2.063 -0.639  0.3617
H -0.083 -1.808 1.155  0.2252
H -2.074 -2.224 -0.503  0.2403
H -2.582 -0.673 1.306  0.2748
H -2.971 0.090 -0.165  0.4729
H -0.938 0.770 1.655  0.3987
H -0.419 2.865 0.585  0.1404
N -1.558 -1.368 -0.521  -0.3969
S 1.809 0.456 0.705  -0.0142
S -1.345 2.300 -0.231  -0.2557

Short version: model Q is the most stable of them.

Model P:
Entry from the Open Molecules 2025 dataset: 8 unconnected molecules or ions with the total composition C16H48O8 (wB97M-V/def2-TZVPD).

M, g mol⁻¹: 368.6
Gap between HOMO and LUMO, eV: 9.964
Multiplicity: 1
HOMO energy, eV: -9.3
SMILES: CCO.CCO.CCO.CCO.CCO.CCO.CCO.CCO

Each line ends with the Mulliken charge.
CARTESIAN COORDINATES (ANGSTROEM)
C 1.772 -3.240 -2.506  -0.7237
C 2.429 -4.334 -3.440  -0.4528
O 3.383 -3.812 -4.303  -0.5226
H 1.173 -3.719 -1.731  0.3641
H 1.126 -2.546 -3.044  0.3720
H 2.541 -2.691 -1.964  -0.0011
H 1.637 -4.857 -3.977  0.3632
H 2.910 -5.150 -2.900  0.3029
H 3.644 -4.500 -4.919  0.3035
C -4.346 -0.887 0.500  -0.9497
C -3.997 -1.494 1.816  -0.1065
O -5.009 -0.986 2.738  -0.5641
H -3.572 -1.194 -0.204  0.2840
H -4.361 0.199 0.404  0.1996
H -5.307 -1.190 0.084  0.3450
H -3.012 -1.403 2.274  0.1806
H -4.136 -2.574 1.856  0.3733
H -5.592 -1.667 3.082  0.2676
C -2.800 3.993 -0.339  -0.8280
C -1.622 4.678 0.384  -0.3254
O -1.107 3.826 1.431  -0.4335
H -3.105 4.606 -1.187  0.3584
H -3.708 3.939 0.262  0.3436
H -2.571 2.980 -0.672  0.0845
H -1.889 5.619 0.866  0.3115
H -0.770 4.959 -0.236  0.3217
H -0.538 4.284 2.054  0.2252
C -1.056 3.930 -3.565  -0.6668
C -2.057 3.755 -4.637  -0.2228
O -3.260 3.594 -3.925  -0.4792
H -0.029 3.864 -3.925  0.4140
H -1.122 3.152 -2.804  -0.0695
H -1.224 4.854 -3.012  0.2101
H -2.020 2.862 -5.261  0.3162
H -2.117 4.704 -5.170  0.2521
H -3.997 3.519 -4.537  0.2639
C 1.055 -0.155 -0.170  -0.9491
C 0.069 0.937 0.193  0.1960
O -1.103 0.345 0.817  -0.4527
H 0.764 -0.647 -1.098  0.2042
H 1.117 -0.918 0.605  0.1591
H 2.038 0.295 -0.305  0.3232
H -0.250 1.315 -0.779  -0.0489
H 0.459 1.704 0.862  0.3199
H -1.602 1.096 1.144  0.1215
C 2.496 -3.597 2.162  -0.6256
C 3.890 -3.800 2.718  -0.3245
O 4.666 -4.433 1.681  -0.5192
H 1.884 -2.865 2.690  0.3354
H 1.980 -4.556 2.217  0.2763
H 2.601 -3.202 1.152  -0.0078
H 3.987 -4.405 3.619  0.2737
H 4.391 -2.892 3.053  0.2774
H 5.472 -3.916 1.607  0.3573
C 5.199 -1.779 -0.910  -0.7596
C 6.652 -1.806 -0.356  -0.3719
O 6.512 -2.506 0.804  -0.4916
H 4.625 -0.997 -0.412  0.1820
H 4.638 -2.704 -0.780  0.1287
H 5.158 -1.587 -1.982  0.4176
H 6.985 -0.837 0.014  0.2861
H 7.394 -2.244 -1.023  0.3019
H 7.287 -2.395 1.360  0.2522
C -3.585 2.136 4.398  -1.2970
C -3.804 2.488 2.885  0.5825
O -5.110 2.021 2.540  -0.5465
H -4.374 2.516 5.046  0.3137
H -2.630 2.612 4.619  0.3540
H -3.356 1.070 4.421  0.3213
H -2.928 2.013 2.445  -0.3776
H -3.764 3.561 2.694  0.3997
H -5.104 1.062 2.574  0.2770

Model Q:
Entry from the Open Molecules 2025 dataset: 8 unconnected molecules or ions with the total composition C16H48O8 (wB97M-V/def2-TZVPD).

M, g mol⁻¹: 368.6
Gap between HOMO and LUMO, eV: 10.132
Multiplicity: 1
HOMO energy, eV: -9.7
SMILES: CCO.CCO.CCO.CCO.CCO.CCO.CCO.CCO

Each line ends with the Mulliken charge.
CARTESIAN COORDINATES (ANGSTROEM)
C -10.536 8.920 -31.377  -1.3094
C -10.451 10.154 -30.517  0.2221
O -10.843 11.268 -31.312  -0.5463
H -11.559 8.773 -31.730  0.3147
H -10.271 8.033 -30.798  0.3679
H -9.901 8.993 -32.258  0.3124
H -9.428 10.296 -30.148  0.1966
H -11.095 10.097 -29.631  0.1017
H -10.707 12.068 -30.787  0.3579
C -5.913 15.606 -27.631  -0.2982
C -5.075 15.537 -28.896  -0.4187
O -3.697 15.381 -28.539  -0.5625
H -6.993 15.687 -27.793  -0.1084
H -5.613 16.495 -27.079  0.1016
H -5.784 14.696 -27.047  0.4188
H -5.106 16.403 -29.555  0.2329
H -5.395 14.690 -29.517  0.2694
H -3.526 14.449 -28.386  0.3216
C -14.015 17.676 -28.662  -0.8706
C -14.339 17.521 -30.134  -0.1588
O -13.955 18.714 -30.795  -0.5148
H -14.312 18.607 -28.183  0.3583
H -12.958 17.464 -28.492  0.0625
H -14.550 16.925 -28.066  0.3262
H -15.411 17.317 -30.268  0.3006
H -13.864 16.601 -30.499  0.2111
H -14.120 18.604 -31.737  0.2952
C -9.948 15.454 -29.131  -0.3611
C -9.190 14.137 -29.017  0.2566
O -10.102 13.056 -29.145  -0.2460
H -10.467 15.519 -30.088  0.3469
H -9.325 16.348 -29.026  -0.1830
H -10.682 15.546 -28.325  0.0404
H -8.728 14.079 -28.030  -0.3102
H -8.409 14.084 -29.774  0.4099
H -10.613 13.029 -28.322  -0.0363
C -9.534 12.814 -24.744  -1.3144
C -9.112 14.175 -25.236  0.6563
O -8.622 14.931 -24.147  -0.5908
H -9.980 12.253 -25.564  0.2305
H -10.241 12.864 -23.915  0.3524
H -8.644 12.279 -24.417  0.3702
H -9.848 14.742 -25.822  0.1416
H -8.305 14.033 -25.976  -0.1191
H -8.467 15.840 -24.445  0.4439
C -6.986 19.272 -26.079  -0.8615
C -8.374 18.672 -26.085  0.0112
O -8.493 17.654 -25.085  -0.5281
H -6.644 19.424 -25.051  0.3518
H -6.834 20.224 -26.588  0.3629
H -6.241 18.588 -26.496  0.0608
H -8.690 18.254 -27.038  -0.0122
H -9.082 19.475 -25.844  0.3278
H -8.605 18.098 -24.239  0.2480
C -7.342 18.972 -30.130  -0.6359
C -8.745 18.994 -30.745  0.1621
O -9.277 20.317 -30.740  -0.5553
H -7.323 19.633 -29.267  0.1739
H -6.608 19.214 -30.900  0.3876
H -7.064 17.954 -29.840  0.0025
H -9.396 18.327 -30.175  -0.1114
H -8.653 18.612 -31.764  0.2934
H -10.062 20.294 -30.188  0.3259
C -13.317 13.512 -28.744  -0.7245
C -13.026 12.368 -27.761  -0.4677
O -11.886 12.732 -26.993  -0.4772
H -12.945 13.272 -29.741  0.2514
H -12.856 14.436 -28.404  0.0162
H -14.389 13.652 -28.894  0.4613
H -12.904 11.446 -28.337  0.1739
H -13.906 12.190 -27.137  0.4557
H -11.939 12.413 -26.090  0.2356

Model R:
Entry from the Open Molecules 2025 dataset: 8 unconnected molecules or ions with the total composition C16H48O8 (wB97M-V/def2-TZVPD).

M, g mol⁻¹: 368.6
Gap between HOMO and LUMO, eV: 9.921
Multiplicity: 1
HOMO energy, eV: -9.8
SMILES: CC(C)O.CC(C)O.CC(C)O.CC(C)O.CCO.CCO.O.O

Each line ends with the Mulliken charge.
CARTESIAN COORDINATES (ANGSTROEM)
C -2.963 -2.849 -1.198  -0.7907
C -4.199 -3.660 -1.624  -0.4466
O -4.296 -3.598 -3.039  -0.5168
H -2.964 -1.851 -1.631  0.2623
H -2.098 -3.388 -1.586  0.2562
H -2.877 -2.795 -0.114  0.3178
H -5.141 -3.239 -1.253  0.3093
H -4.210 -4.642 -1.140  0.3180
H -5.055 -4.083 -3.371  0.2888
C 3.511 -3.856 0.237  -1.2692
C 2.996 -3.083 -0.961  0.4166
O 4.125 -2.681 -1.771  -0.5667
H 3.978 -4.770 -0.128  0.3249
H 2.632 -4.087 0.844  0.3383
H 4.245 -3.284 0.802  0.3832
H 2.403 -2.228 -0.618  -0.2342
H 2.365 -3.691 -1.607  0.3767
H 4.715 -2.221 -1.167  0.3038
O -2.097 3.626 2.027  -0.5956
H -1.725 4.102 1.279  0.2734
H -2.863 3.176 1.658  0.3111
O -2.779 3.249 -0.703  -0.5624
H -2.355 3.159 -1.564  0.2849
H -3.617 3.689 -0.888  0.2598
C 2.854 6.415 0.342  -1.2663
C 1.471 5.796 0.191  0.7604
C 1.018 5.181 1.493  -1.2763
O 0.584 6.901 -0.130  -0.5774
H 3.210 6.759 -0.629  0.3455
H 3.594 5.651 0.612  0.3465
H 2.850 7.166 1.126  0.2986
H 1.324 5.109 -0.646  0.1391
H 1.230 5.818 2.358  0.4586
H 1.551 4.249 1.689  0.3149
H -0.059 5.034 1.573  0.1422
H 0.008 7.016 0.630  0.3096
C 1.519 0.243 -5.014  -1.3059
C 1.868 -0.668 -3.826  0.8456
C 0.521 -1.293 -3.373  -1.1252
O 2.845 -1.613 -4.146  -0.5911
H 1.656 1.295 -4.765  0.2899
H 0.499 0.132 -5.387  0.3116
H 2.107 0.025 -5.909  0.3608
H 2.298 -0.037 -3.040  0.1426
H 0.824 -1.901 -2.509  0.0273
H 0.211 -2.044 -4.102  0.3959
H -0.316 -0.655 -3.105  0.3855
H 3.086 -2.190 -3.407  0.2325
C -0.601 -0.256 0.751  -0.7410
C 0.660 0.569 0.443  0.7961
C 0.416 1.730 -0.504  -0.7954
O 1.092 1.037 1.727  -0.6428
H -0.438 -1.214 1.242  0.3138
H -0.906 -0.620 -0.243  -0.0373
H -1.411 0.336 1.170  0.3900
H 1.476 -0.010 0.008  -0.2756
H -0.410 2.344 -0.137  -0.0821
H 0.132 1.437 -1.523  0.2967
H 1.303 2.311 -0.761  0.3691
H 0.437 1.648 2.082  0.3879
C -1.565 -4.000 3.914  -1.1639
C -1.317 -2.574 4.370  0.6291
C -2.620 -1.770 4.680  -1.1150
O -0.521 -2.630 5.572  -0.5932
H -2.253 -4.581 4.527  0.3513
H -0.652 -4.598 3.906  0.3235
H -1.853 -3.887 2.866  0.2188
H -0.655 -2.064 3.663  0.1016
H -3.161 -2.453 5.329  0.3250
H -3.119 -1.610 3.720  0.2719
H -2.408 -0.764 5.032  0.3387
H -0.110 -1.765 5.660  0.3248

Short version: model R is the most stable of them.